# 1
Formula: C24H17HfNO9S6
Source: the Open Molecules 2025 dataset
Level of theory: wB97M-V/def2-TZVPD

Results
HOMO level	-1.4	eV
net charge	-2
gap between HOMO and LUMO	4.99	eV
energy relative to the best compared isomer or geometry (same formula, charge and spin)	0.323	eV
spin multiplicity	1

Structure (XYZ):
```
58
C24H17HfNO9S6 wB97M-V/def2-TZVPD
Hf -1.111 -0.115 0.317
O -0.225 -3.474 2.322
S 0.492 -2.232 2.258
O 1.390 -1.947 3.334
O -0.449 -1.046 2.047
C 1.502 -2.266 0.758
C 2.847 -1.995 0.977
C 3.763 -2.075 -0.059
C 3.354 -2.447 -1.327
C 2.011 -2.672 -1.574
C 1.080 -2.564 -0.550
S -0.609 -2.519 -1.115
O -1.451 -2.429 0.087
O -0.842 -3.589 -2.031
O -0.756 -1.147 -1.715
H 3.162 -1.677 1.961
H 4.796 -1.819 0.138
H 4.066 -2.507 -2.140
H 1.661 -2.892 -2.574
O 2.190 0.624 -1.938
C 1.148 0.843 -1.366
O 0.811 0.479 -0.164
C 0.046 1.605 -2.087
C 0.274 2.067 -3.399
C -0.726 2.742 -4.022
C -1.928 3.011 -3.324
C -2.977 3.771 -3.894
C -4.095 4.060 -3.168
C -4.204 3.612 -1.833
C -3.217 2.861 -1.262
C -2.062 2.523 -2.005
N -1.070 1.772 -1.424
H 1.228 1.845 -3.854
H -0.618 3.097 -5.042
H -2.867 4.127 -4.912
H -4.893 4.646 -3.607
H -5.080 3.866 -1.250
H -3.281 2.533 -0.237
S -1.758 1.834 1.826
C -3.430 1.464 2.244
C -3.978 2.056 3.386
C -5.298 1.850 3.745
C -6.105 1.035 2.959
C -5.576 0.436 1.830
C -4.245 0.634 1.453
S -3.656 -0.164 -0.006
H -3.335 2.679 3.995
H -5.693 2.317 4.640
H -7.140 0.858 3.230
H -6.189 -0.213 1.216
C 5.638 -1.161 3.983
O 4.808 -0.382 3.140
C 4.511 0.914 3.490
S 5.259 1.589 4.853
S 3.411 1.634 2.451
H 5.698 -2.139 3.501
H 5.206 -1.260 4.980
H 6.631 -0.721 4.085
```

---

# 2
Formula: C24H18BCl6F6O3S
Source: the Open Molecules 2025 dataset
Level of theory: wB97M-V/def2-TZVPD

Results
HOMO level	-3.5	eV
net charge	-1
gap between HOMO and LUMO	5.31	eV
energy relative to the best compared isomer or geometry (same formula, charge and spin)	0.000	eV
spin multiplicity	1

Structure (XYZ):
```
59
C24H18BCl6F6O3S wB97M-V/def2-TZVPD
Cl -4.903 -3.583 2.916
C -0.169 1.534 0.407
Cl -0.313 0.794 -1.115
C -0.708 2.907 0.526
O -0.888 3.643 -0.449
C -0.960 3.344 1.912
Cl -1.848 4.774 2.092
C -0.425 2.654 2.988
Cl -0.754 3.197 4.579
C 0.403 1.515 2.779
Cl 1.248 0.822 4.085
C 0.506 0.952 1.472
Cl 1.464 -0.452 1.219
C -7.679 -5.519 5.812
C -7.375 -4.169 5.307
C -7.957 -3.454 4.259
C -7.376 -2.161 4.111
C -6.301 -1.957 4.983
B -4.326 -4.408 1.343
C -5.383 -0.849 5.005
C -4.450 -0.723 6.042
C -3.762 0.470 6.195
C -2.725 0.525 7.291
F -3.294 0.592 8.540
F -1.987 -0.636 7.272
F -1.846 1.567 7.183
C -3.971 1.552 5.334
C -4.816 1.363 4.240
C -5.066 2.433 3.218
F -4.216 2.249 2.144
F -6.348 2.371 2.735
F -4.875 3.698 3.680
C -5.407 0.133 3.991
O -3.449 -5.441 1.299
C -3.424 -6.297 0.082
C -4.077 -5.607 -1.136
C -3.101 -4.594 -1.730
C -4.427 -6.653 -2.171
C -5.357 -4.880 -0.691
O -5.022 -3.893 0.286
S -6.254 -3.193 6.179
H -8.706 -5.541 6.186
H -7.550 -6.307 5.064
H -7.020 -5.694 6.666
H -8.712 -3.842 3.564
H -7.640 -1.426 3.351
H -4.285 -1.530 6.752
H -3.431 2.485 5.448
H -5.978 -0.054 3.083
H -2.357 -6.481 -0.116
H -3.925 -7.247 0.341
H -3.521 -4.171 -2.646
H -2.897 -3.774 -1.032
H -2.159 -5.078 -1.998
H -4.866 -6.174 -3.051
H -3.533 -7.206 -2.476
H -5.148 -7.356 -1.741
H -5.778 -4.296 -1.512
H -6.119 -5.564 -0.268
```

---

# 3
Formula: C24H18F5N5NiS2
Source: the Open Molecules 2025 dataset
Level of theory: wB97M-V/def2-TZVPD

Results
HOMO level (spin up / spin down)	-1.2 / -1.0	eV
net charge	-2
⟨S²⟩	2.0098
gap between HOMO and LUMO (spin up / spin down)	5.77 / 5.56	eV
energy relative to the best compared isomer or geometry (same formula, charge and spin)	1.060	eV
spin multiplicity	3

Structure (XYZ):
```
55
C24H18F5N5NiS2 wB97M-V/def2-TZVPD
Ni 0.063 -0.116 -1.174
C 2.295 -2.374 -2.201
N 2.165 -1.192 -1.349
C 2.604 -1.458 0.013
C 1.625 -2.388 0.723
N 0.237 -1.917 0.782
C -0.693 -3.010 0.511
C -0.060 -1.189 1.990
C -0.465 -1.891 3.125
C -0.764 -1.251 4.317
C -0.651 0.135 4.368
C -0.248 0.837 3.249
C 0.067 0.214 2.026
S 0.573 1.195 0.667
C 2.771 -0.063 -2.003
C 4.042 0.378 -1.670
C 4.621 1.450 -2.341
C 3.910 2.070 -3.357
C 2.638 1.628 -3.693
C 2.028 0.557 -3.034
S 0.415 -0.004 -3.462
H 3.338 -2.729 -2.212
H 1.978 -2.118 -3.209
H 1.647 -3.176 -1.846
H 2.666 -0.506 0.538
H 3.593 -1.950 0.037
H 2.002 -2.584 1.738
H 1.621 -3.345 0.196
H -0.414 -3.949 1.017
H -0.718 -3.197 -0.565
H -1.694 -2.732 0.828
H -0.565 -2.969 3.065
H -1.088 -1.819 5.181
H -0.889 0.670 5.281
H -0.182 1.918 3.282
H 4.588 -0.113 -0.873
H 5.610 1.797 -2.063
H 4.339 2.913 -3.887
H 2.069 2.131 -4.465
N -4.326 4.850 -4.719
C -3.708 4.284 -3.911
N -2.911 3.716 -3.037
C -3.372 2.917 -2.114
N -2.707 2.129 -1.358
F -3.661 3.834 0.634
C -3.532 2.522 0.880
C -3.062 1.674 -0.139
C -2.932 0.332 0.232
F -2.427 -0.568 -0.625
C -3.279 -0.132 1.489
F -3.191 -1.444 1.770
C -3.736 0.734 2.461
F -4.112 0.277 3.671
C -3.839 2.076 2.150
F -4.275 2.944 3.083
```

---

# 4
Formula: C24H18GeMnNO5
Source: the Open Molecules 2025 dataset
Level of theory: wB97M-V/def2-TZVPD

Results
HOMO level (spin up / spin down)	-11.7 / -11.7	eV
net charge	+1
⟨S²⟩	8.8008
gap between HOMO and LUMO (spin up / spin down)	6.87 / 5.59	eV
spin multiplicity	6

Structure (XYZ):
```
50
C24H18GeMnNO5 wB97M-V/def2-TZVPD
Mn -0.569 -1.015 -0.373
O -0.437 -6.641 -2.371
C -0.409 -5.399 -1.886
C -0.065 -5.120 -0.552
C -0.070 -3.797 -0.165
N -0.370 -2.861 -1.048
C -0.749 -3.085 -2.297
C -0.778 -4.373 -2.779
C -1.191 -1.795 -2.975
O -1.578 -1.747 -4.104
O -1.118 -0.731 -2.157
C 0.150 -3.198 1.218
O 0.518 -3.850 2.152
O -0.123 -1.893 1.255
H -0.185 -7.291 -1.703
H 0.181 -5.901 0.155
H -1.088 -4.599 -3.789
C -3.134 1.864 -0.561
Ge -1.428 1.413 0.231
C -1.295 1.690 2.136
C -1.260 0.734 3.142
C -1.188 1.131 4.468
C -1.153 2.478 4.793
C -1.186 3.438 3.792
C -1.256 3.048 2.464
C 0.087 1.939 -0.824
C -0.165 2.693 -1.948
C 0.888 3.189 -2.737
C 2.175 2.850 -2.436
C 2.482 2.024 -1.328
C 3.815 1.641 -1.043
C 4.096 0.819 0.011
C 3.055 0.361 0.841
C 1.757 0.729 0.599
C 1.430 1.560 -0.500
H -3.247 2.938 -0.390
H -3.948 1.352 -0.052
H -3.175 1.646 -1.625
H -1.270 -0.324 2.905
H -1.157 0.384 5.249
H -1.096 2.782 5.830
H -1.154 4.489 4.044
H -1.269 3.813 1.694
H -1.184 2.923 -2.234
H 0.671 3.812 -3.593
H 2.988 3.197 -3.063
H 4.609 2.009 -1.680
H 5.116 0.531 0.221
H 3.277 -0.271 1.690
H 1.001 0.415 1.316
```

---

# 5
Formula: C24H18N3O4PbS5
Source: the Open Molecules 2025 dataset
Level of theory: wB97M-V/def2-TZVPD

Results
HOMO level	-10.9	eV
net charge	+1
gap between HOMO and LUMO	6.39	eV
energy relative to the best compared isomer or geometry (same formula, charge and spin)	0.340	eV
spin multiplicity	1

Structure (XYZ):
```
55
C24H18N3O4PbS5 wB97M-V/def2-TZVPD
Pb 0.008 0.200 1.918
C -5.328 0.012 -0.782
C -4.109 0.663 -0.906
C -3.017 0.242 -0.170
C -3.143 -0.860 0.682
C -4.376 -1.520 0.803
C -5.459 -1.077 0.076
N -2.005 -1.261 1.396
N -2.075 -2.369 1.963
C -0.969 -2.836 2.667
C -1.160 -3.996 3.408
C -0.092 -4.524 4.114
C 1.137 -3.891 4.037
C 1.250 -2.741 3.270
N 0.220 -2.210 2.616
H -6.184 0.352 -1.350
H -4.008 1.501 -1.582
H -2.054 0.729 -0.273
H -4.461 -2.359 1.477
H -6.413 -1.577 0.176
H -2.142 -4.447 3.422
H -0.215 -5.419 4.708
H 2.002 -4.277 4.558
H 2.199 -2.228 3.172
O 5.210 0.081 -0.087
S 4.616 0.457 1.148
O 4.482 2.357 0.829
O 5.406 0.606 2.318
S 2.886 -0.402 1.518
O -0.113 1.155 -0.037
C 0.690 1.294 -1.158
C 1.966 2.029 -0.749
C 2.053 2.751 0.380
C 3.363 3.338 0.613
C 4.285 2.989 -0.493
S 3.389 2.131 -1.758
C -0.019 2.241 -2.128
C -0.967 3.166 -1.813
C -1.403 3.911 -2.943
C -0.767 3.541 -4.084
S 0.351 2.269 -3.813
C 0.890 -0.062 -1.830
C 1.984 -0.834 -2.085
C 1.655 -2.085 -2.680
C 0.321 -2.250 -2.850
S -0.561 -0.889 -2.299
H 1.222 2.915 1.048
H 3.496 4.198 1.253
H 5.143 3.558 -0.821
H -1.330 3.306 -0.805
H -2.162 4.679 -2.895
H -0.899 3.929 -5.082
H 3.004 -0.573 -1.865
H 2.399 -2.814 -2.968
H -0.199 -3.099 -3.264
```